No. 1
# C3H6N4O2

The molecule C3H6N4O2 at a distorted geometry (ωB97M-V with the def2-TZVPD basis set, the Open Molecules 2025 dataset).

Each line ends with the Mulliken charge.
Geometry (Å):
1 C 0.389 2.562 0.196  -0.432
2 C -0.012 -0.898 -0.327  0.275
3 C 1.115 -1.951 -0.166  -1.136
4 N -0.036 1.343 0.006  0.625
5 N 0.655 0.234 0.095  -0.784
6 N -1.247 -1.176 0.267  -0.433
7 N -1.957 -0.218 0.413  0.935
8 O -1.343 1.217 -0.202  -0.464
9 O -3.021 0.100 0.913  -0.542
10 H 1.490 2.569 0.320  0.275
11 H -0.151 3.494 0.070  0.278
12 H -0.260 -0.711 -1.371  0.397
13 H 0.843 -2.869 0.301  0.365
14 H 1.856 -1.539 0.544  0.359
15 H 1.681 -2.159 -1.058  0.283

Results
- Energy above the lowest of the compared OMol25 structures with the same formula, charge and spin: 870.7 kJ/mol
- Kohn-Sham gap: 0.298 Ha

No. 2
# C3H6N4O2

A cluster of 2 separate species, C3H6N4O2 in total at a distorted geometry (ωB97M-V with the def2-TZVPD basis set, the Open Molecules 2025 dataset).

Each line ends with the Mulliken charge.
Geometry (Å):
1 C 0.133 0.355 1.038  -0.409
2 C 0.155 0.815 -1.089  0.067
3 C 2.094 -0.561 -0.341  -0.841
4 N -1.003 1.064 0.645  -0.282
5 N -0.953 1.333 -0.620  -0.511
6 N 0.885 0.177 -0.188  0.059
7 N -3.131 -0.516 0.025  0.565
8 O -2.121 -0.630 0.632  -0.273
9 O -4.077 -1.144 -0.237  -0.448
10 H 0.521 0.949 1.828  0.332
11 H -0.096 -0.637 1.439  0.360
12 H 0.447 1.127 -2.089  0.448
13 H 2.183 -0.651 -1.388  0.327
14 H 2.892 -0.122 0.185  0.314
15 H 2.071 -1.558 0.160  0.293

Results
- Energy above the lowest of the compared OMol25 structures with the same formula, charge and spin: 756.7 kJ/mol
- Kohn-Sham gap (alpha / beta): 0.338 / 0.225 Ha

No. 3
# C3H6N4OS

The molecule C3H6N4OS at a distorted geometry (ωB97M-V with the def2-TZVPD basis set, the Open Molecules 2025 dataset).

Each line ends with the Löwdin spin population.
Geometry (Å):
1 C -1.519 -0.091 0.706  0.416
2 C 0.292 -0.181 1.786  0.294
3 C 0.628 0.115 -2.489  0.026
4 N -1.048 -0.465 1.859  0.014
5 N 0.695 0.333 0.650  0.533
6 N -0.573 0.387 -0.115  0.341
7 N 1.097 -0.388 2.853  0.265
8 O -1.873 0.909 -2.234  -0.002
9 S -0.586 1.230 -1.652  0.062
10 H -2.545 -0.172 0.405  0.030
11 H 1.189 -0.425 -1.741  0.001
12 H 1.296 0.739 -3.075  0.001
13 H 0.082 -0.557 -3.143  0.001
14 H 0.777 -1.077 3.512  0.009
15 H 2.087 -0.356 2.680  0.010

Results
- Multiplicity: 3
- Energy above the lowest of the compared OMol25 structures with the same formula, charge and spin: 0.0 kJ/mol
- Kohn-Sham gap (alpha / beta): 0.196 / 0.248 Ha

No. 4
# C3H6N5

The ion C3H6N5 with charge +1 at a distorted geometry (ωB97M-V with the def2-TZVPD basis set, the Open Molecules 2025 dataset).

Each line ends with the Mulliken charge.
Geometry (Å):
1 N 0.820 -1.188 -0.219  -0.293
2 C 0.206 -0.012 0.006  0.769
3 N 0.828 1.143 0.242  -0.392
4 N -1.163 0.052 -0.074  -0.073
5 C -2.038 -1.072 0.187  -0.231
6 N -3.266 -0.716 0.183  -0.301
7 N -3.336 0.696 -0.117  -0.270
8 C -2.138 1.104 -0.197  -0.020
9 H 0.222 -1.917 -0.496  0.198
10 H 1.810 -1.239 -0.042  0.259
11 H 0.408 1.777 0.959  0.293
12 H 1.815 1.220 0.017  0.248
13 H -1.608 -1.981 0.108  0.419
14 H -1.688 1.927 -0.733  0.395

Results
- SMILES: NC(=[NH2+])n1cnnc1
- Energy above the lowest of the compared OMol25 structures with the same formula, charge and spin: 157.1 kJ/mol
- Kohn-Sham gap: 0.376 Ha
- Net charge: +1

No. 5
# C3H6N5O2S

A cluster of 2 separate species, C3H6N5O2S in total at a distorted geometry (ωB97M-V with the def2-TZVPD basis set, the Open Molecules 2025 dataset).

Each line ends with the Mulliken charge.
Geometry (Å):
1 C -0.716 0.019 1.128  0.385
2 C -0.372 -1.984 -0.271  -0.575
3 C -0.040 -1.200 0.863  -0.186
4 N -1.070 1.919 1.918  -0.308
5 N -0.174 0.917 1.993  -0.233
6 N -1.887 0.448 0.583  -0.086
7 N -2.053 1.618 1.044  -0.412
8 N 0.752 1.796 -1.105  -0.676
9 O 2.862 0.777 -1.499  -0.617
10 O 1.089 -0.731 -2.100  -0.702
11 S 1.632 0.228 -1.033  0.610
12 H 0.122 -1.366 -1.048  0.235
13 H -0.061 -3.023 -0.283  0.347
14 H -1.550 -2.108 -0.452  0.263
15 H 0.857 -1.310 1.447  0.364
16 H -0.303 1.938 -1.064  0.323
17 H 0.914 2.062 -0.119  0.266

Results
- Energy above the lowest of the compared OMol25 structures with the same formula, charge and spin: 0.0 kJ/mol
- Kohn-Sham gap (alpha / beta): 0.242 / 0.242 Ha
- Net charge: -1

No. 6
# C3H6N5OS

A cluster of 2 separate species, C3H6N5OS in total at a distorted geometry (ωB97M-V with the def2-TZVPD basis set, the Open Molecules 2025 dataset).

Each line ends with the Mulliken charge.
Geometry (Å):
1 C 0.012 -0.563 1.252  0.478
2 C -0.810 0.217 -2.204  -0.240
3 C 0.064 1.446 -1.970  0.242
4 N -1.870 -1.523 1.440  -0.465
5 N -1.128 -0.771 0.589  -0.239
6 N -0.022 -1.279 2.399  0.012
7 N -1.288 -1.897 2.471  -0.438
8 N 0.925 0.208 0.794  -0.420
9 O 0.218 2.411 -2.671  -0.540
10 S 2.357 0.401 1.713  -0.376
11 H -1.698 0.656 -2.657  0.225
12 H -0.900 -0.185 -1.233  0.011
13 H -0.263 -0.477 -2.949  0.198
14 H 0.887 1.303 -1.181  0.236
15 H 2.749 1.692 1.254  0.093
16 H 0.767 -1.639 2.957  0.225

Results
- Energy above the lowest of the compared OMol25 structures with the same formula, charge and spin: 97.5 kJ/mol
- Kohn-Sham gap: 0.246 Ha
- Net charge: -1

No. 7
# C3H6N6O3

The molecule C3H6N6O3 at a distorted geometry (ωB97M-V with the def2-TZVPD basis set, the Open Molecules 2025 dataset).

Each line ends with the Mulliken charge.
Geometry (Å):
1 O -2.747 -0.757 0.946  -0.446
2 N -1.881 -1.334 0.324  -0.138
3 N -0.619 -1.079 0.685  0.448
4 C -0.260 0.150 1.374  -0.542
5 N -0.223 1.221 0.460  0.716
6 N -1.000 2.248 0.702  -0.398
7 O -1.048 3.043 -0.219  -0.495
8 C 0.242 0.951 -0.877  -0.527
9 N 0.965 -0.279 -0.836  0.604
10 N 2.283 -0.219 -1.120  -0.289
11 O 2.899 -1.277 -1.146  -0.459
12 C 0.351 -1.497 -0.341  -0.620
13 H -0.996 0.326 2.164  0.439
14 H 0.709 -0.005 1.803  0.304
15 H -0.606 0.935 -1.594  0.299
16 H 0.935 1.738 -1.189  0.378
17 H 1.135 -2.165 0.020  0.365
18 H -0.139 -1.999 -1.156  0.362

Results
- SMILES: O=NN1CN(N=O)CN(N=O)C1
- Energy above the lowest of the compared OMol25 structures with the same formula, charge and spin: 441.6 kJ/mol
- Kohn-Sham gap: 0.364 Ha

No. 8
# C3H6NO

A cluster of 2 separate species, C3H6NO in total at a distorted geometry (ωB97M-V with the def2-TZVPD basis set, the Open Molecules 2025 dataset).

Each line ends with the Mulliken charge.
Geometry (Å):
1 C -1.897 0.206 0.075  0.007
2 C 0.837 -0.281 0.705  -0.274
3 C 0.956 0.901 0.208  0.038
4 N 1.066 -0.194 -0.710  -0.117
5 O -1.309 1.023 -0.557  -0.418
6 H -1.359 -0.496 0.560  0.181
7 H -2.883 0.437 0.555  0.285
8 H 0.819 -1.105 1.313  0.443
9 H 0.752 1.972 0.219  0.346
10 H 1.808 -0.419 -1.255  0.232
11 H 0.201 -0.308 -1.277  0.277

Results
- Energy above the lowest of the compared OMol25 structures with the same formula, charge and spin: 393.9 kJ/mol
- Kohn-Sham gap: 0.395 Ha
- Net charge: +1

No. 9
# C3H6NO

The ion C3H6NO with charge +1 at a distorted geometry (ωB97M-V with the def2-TZVPD basis set, the Open Molecules 2025 dataset).

Each line ends with the Mulliken charge.
Geometry (Å):
1 C 2.046 0.234 -0.308  -0.536
2 C 1.002 -0.120 0.462  0.149
3 C -0.453 -0.251 -0.601  -0.292
4 N -1.863 0.034 -0.035  -0.260
5 O 0.110 -1.179 0.153  -0.177
6 H 2.776 0.940 0.044  0.286
7 H 2.140 -0.147 -1.312  0.291
8 H 0.853 0.259 1.466  0.396
9 H -2.110 1.023 -0.152  0.385
10 H -2.021 -0.278 0.938  0.357
11 H -2.480 -0.515 -0.654  0.402

Results
- Energy above the lowest of the compared OMol25 structures with the same formula, charge and spin: 385.7 kJ/mol
- Kohn-Sham gap (alpha / beta): 0.305 / 0.305 Ha
- Net charge: +1

Q: Look up the energy above the lowest of the compared OMol25 structures with the same formula, charge and spin of the ninth one.
A: 385.7 kJ/mol

Copy entry 1 word for word.
# C3H6N4O2

The molecule C3H6N4O2 at a distorted geometry (ωB97M-V with the def2-TZVPD basis set, the Open Molecules 2025 dataset).

Each line ends with the Mulliken charge.
Geometry (Å):
1 C 0.389 2.562 0.196  -0.432
2 C -0.012 -0.898 -0.327  0.275
3 C 1.115 -1.951 -0.166  -1.136
4 N -0.036 1.343 0.006  0.625
5 N 0.655 0.234 0.095  -0.784
6 N -1.247 -1.176 0.267  -0.433
7 N -1.957 -0.218 0.413  0.935
8 O -1.343 1.217 -0.202  -0.464
9 O -3.021 0.100 0.913  -0.542
10 H 1.490 2.569 0.320  0.275
11 H -0.151 3.494 0.070  0.278
12 H -0.260 -0.711 -1.371  0.397
13 H 0.843 -2.869 0.301  0.365
14 H 1.856 -1.539 0.544  0.359
15 H 1.681 -2.159 -1.058  0.283

Results
- Energy above the lowest of the compared OMol25 structures with the same formula, charge and spin: 870.7 kJ/mol
- Kohn-Sham gap: 0.298 Ha

Q: energy above the lowest of the compared OMol25 structures with the same formula, charge and spin of number 8 (C3H6NO)?
A: 393.9 kJ/mol